[1]
DFT (the ωB97M-V functional and the def2-TZVPD basis) results for a molecular structure, C40H41AsBrMgN3O2.

Properties
relative energy (zero: lowest compared OMol25 entry of this formula, charge and spin)	19.00	kcal per mole
frontier orbital gap	6.5056	eV
highest occupied orbital energy	-7.1	eV
LUMO level	-0.02238	Ha

Last column: Löwdin charge in e.
Cartesian coordinates (Å):
Br (-2.0964, -1.2717, 0.0901)  0.8581
As (0.9620, 3.1084, -1.0920)  1.3442
Mg (0.1391, 0.4921, 0.2294)  0.5356
O (1.9501, 0.1328, 0.2446)  -0.2685
O (3.6087, 0.7175, 4.0998)  0.0521
N (0.2276, -0.7375, 1.9761)  -0.0699
N (1.4363, -0.5164, 2.4343)  0.0543
N (-0.0501, 2.4203, 0.2930)  -0.3273
C (-1.5784, 4.0553, -2.5055)  -0.2716
C (4.3622, 6.9402, 2.6153)  -0.0504
C (-1.9774, -1.6149, 1.9844)  -0.5893
C (5.8689, -1.0386, 1.1009)  -0.0856
C (-3.1945, -2.0753, 4.0998)  -0.2234
C (0.5498, 4.7815, -3.3865)  -0.3025
C (-3.4336, -2.3373, 6.8736)  -0.0810
C (5.6339, -0.2298, 3.3521)  -0.0183
C (3.5761, 6.1219, 1.6268)  -0.2693
C (1.6619, 5.8903, 0.1383)  -0.2735
C (-2.4387, 3.1878, -1.6235)  -0.0500
C (-1.5009, 5.5983, -4.3838)  -0.2727
C (2.4393, 6.6333, 1.0242)  -0.0238
C (-0.6427, -1.4942, 2.5341)  -0.1830
C (-2.2617, 2.8618, 3.2172)  -0.1045
C (3.2484, 4.0864, 0.3489)  -0.2807
C (-2.2218, 6.4792, -5.3678)  -0.0536
C (-4.1048, -3.2093, 6.0287)  -0.0782
C (-2.6775, -1.3061, 6.3352)  -0.0705
C (-1.4752, 2.2885, 2.2350)  -0.0548
C (-3.9996, -3.0717, 4.6551)  -0.0357
C (-1.7960, 5.0161, 2.3123)  -0.0839
C (-1.0130, 4.4446, 1.3251)  -0.0500
C (3.8936, 2.8048, -0.1253)  -0.0771
C (-3.0926, -1.9530, 2.6384)  -0.0912
C (2.0571, 4.7468, -3.4175)  -0.0767
C (-2.5603, -1.1737, 4.9616)  -0.0412
C (-2.4253, 4.2385, 3.2739)  -0.1170
C (6.4040, -0.8170, 2.3628)  -0.0860
C (2.3353, 0.2872, 1.5254)  -0.4515
C (0.5128, 6.6565, -0.4771)  -0.0653
C (4.5545, -0.6868, 0.8408)  -0.0228
C (4.3210, 0.1334, 3.0835)  -0.2758
C (-0.1789, 4.0982, -2.3951)  -0.2996
C (3.9816, 4.8537, 1.2473)  -0.0215
C (3.7656, -0.1175, 1.8286)  -0.1190
C (-2.2104, 4.8208, -3.4790)  -0.0231
C (-0.1169, 5.5292, -4.3489)  -0.0226
C (-0.8101, 3.0551, 1.2534)  -0.3927
C (2.0231, 4.5613, -0.1631)  -0.2475
H (7.4296, -1.0877, 2.5780)  0.1020
H (2.4822, 5.2343, -2.5372)  0.0655
H (4.6053, 2.4357, 0.6133)  0.0755
H (-2.8139, 7.2277, -4.8382)  0.0803
H (-2.4588, 3.5480, -0.5968)  0.0657
H (0.4618, 6.0727, -5.0889)  0.1120
H (-2.9055, 5.9005, -5.9915)  0.0788
H (-3.9899, -2.1610, 2.0680)  0.1103
H (6.0374, -0.0208, 4.3348)  0.1166
H (-1.3794, 1.2073, 2.2011)  0.0639
H (-1.5194, 7.0004, -6.0172)  0.0714
H (-4.7209, -3.9942, 6.4477)  0.1054
H (-2.0660, 2.1630, -1.6098)  0.0605
H (-2.1908, -0.5893, 6.9839)  0.1081
H (3.6927, 7.4574, 3.3029)  0.0774
H (2.2047, 1.3469, 1.8527)  0.1412
H (4.1090, -0.8352, -0.1341)  0.1182
H (5.0403, 6.3139, 3.1934)  0.0733
H (4.4519, 3.0104, -1.0431)  0.0922
H (6.4771, -1.4778, 0.3208)  0.0996
H (2.4370, 5.2474, -4.3068)  0.0770
H (2.1346, 7.6502, 1.2527)  0.1198
H (4.9035, 4.4474, 1.6518)  0.1153
H (-2.0088, -0.3359, 4.5546)  0.1074
H (0.0660, 7.3276, 0.2580)  0.0851
H (3.1797, 2.0170, -0.3479)  0.0087
H (-0.4230, -2.0464, 3.4444)  0.1418
H (-4.5325, -3.7534, 4.0030)  0.1150
H (2.8593, 1.2106, 3.7438)  0.0938
H (0.8991, 7.2748, -1.2922)  0.0946
H (-0.2607, 6.0258, -0.8910)  0.0448
H (-3.0387, 4.6920, 4.0411)  0.0924
H (-3.5108, -2.4472, 7.9472)  0.1047
H (2.4176, 3.7151, -3.4190)  0.0670
H (-1.9273, 6.0922, 2.3192)  0.1025
H (4.9559, 7.6946, 2.0946)  0.0819
H (-2.7596, 2.2285, 3.9434)  0.0924
H (-0.5590, 5.0700, 0.5766)  0.0481
H (1.8082, -1.0512, 3.2083)  0.1559
H (-3.4644, 3.1737, -1.9928)  0.0766
H (-3.2945, 4.8037, -3.5346)  0.1162

=====

[2]
DFT (the ωB97M-V functional and the def2-TZVPD basis) results for a molecular structure, C40H41ClMoN6O7S2.

Properties
relative energy (zero: lowest compared OMol25 entry of this formula, charge and spin)	0.00	kcal per mole
frontier orbital gap (spin up / spin down)	6.7770 / 6.1073	eV
total charge	+2
2S+1	3
highest occupied orbital energy (spin up / spin down)	-13.4 / -13.4	eV
LUMO level (spin up / spin down)	-0.24206 / -0.26659	Ha

Last column: Löwdin spin population.
Cartesian coordinates (Å):
Mo (-0.2508, -0.3222, -0.1281)  1.6708
Cl (-1.7084, -0.0040, -3.0299)  0.0096
S (1.7543, 1.6625, 3.6652)  0.0006
S (4.0835, -1.8788, -1.0054)  -0.0004
O (-2.9039, -0.1708, -2.2887)  0.0059
O (-0.5825, -0.6659, -2.1398)  0.0552
O (-1.3223, 1.3497, -3.1850)  0.0060
O (1.0976, 1.2844, -1.3400)  -0.0067
O (-1.4024, 3.5710, -0.3242)  0.0196
O (-1.6678, -0.7356, -4.2311)  0.0051
O (-1.0995, 1.3846, -0.2563)  0.0676
N (0.7860, 0.5031, 1.5829)  0.0213
N (-1.9243, -0.8686, 1.1808)  -0.0086
N (-0.4241, 2.4071, 2.3644)  0.0164
N (-0.6281, -2.6012, -0.1684)  -0.0042
N (1.7547, -1.0293, -0.3450)  0.0041
N (1.9717, -1.6910, -2.6159)  0.0036
C (3.7661, 3.1779, 1.1509)  0.0001
C (1.4076, 4.8201, -4.8088)  -0.0001
C (1.3796, 4.4554, 0.5463)  0.0001
C (0.5661, 1.5311, 2.4203)  0.0164
C (0.7436, 2.6617, -1.1282)  -0.0007
C (2.6636, 0.3866, 2.9456)  0.0056
C (2.1298, -4.8911, -1.0389)  0.0002
C (-0.1964, -3.8863, -2.2414)  -0.0008
C (-3.6230, -2.4719, 1.9661)  0.0062
C (-4.2304, 0.8569, 0.5694)  -0.0002
C (1.9317, 3.0245, -3.3023)  -0.0002
C (-3.4234, 1.6521, 4.1858)  -0.0012
C (2.2628, 5.0208, 1.4533)  0.0004
C (-0.8549, -1.1042, 3.8427)  0.0004
C (-3.9726, 1.7164, 2.9136)  0.0002
C (0.6741, -4.7219, -2.9424)  0.0005
C (2.8790, 2.6015, 0.2495)  0.0004
C (2.0383, -0.0693, 1.8506)  0.0044
C (-2.2193, -4.4438, 0.2976)  0.0037
C (-0.7008, 2.6459, -0.5819)  0.0065
C (-1.5009, -3.4980, -2.8867)  0.0002
C (-3.5182, 0.8899, 1.8891)  -0.0013
C (-2.4208, 0.7419, 4.4693)  0.0002
C (2.1670, 3.7083, -4.4863)  0.0000
C (-1.9178, -0.0996, 3.4802)  -0.0012
C (2.5938, -0.8572, 0.7651)  0.0053
C (0.1781, -3.5309, -0.9382)  0.0004
C (0.1631, 4.5606, -2.7615)  -0.0002
C (-2.4348, -2.0452, 1.1820)  0.0420
C (3.8549, -1.2791, 0.5976)  0.0008
C (-1.7009, -3.0502, 0.3668)  0.0288
C (1.5652, -3.8412, 1.1659)  0.0010
C (-2.4557, 0.0315, 2.1988)  -0.0001
C (0.9162, 3.4339, -2.4429)  -0.0008
C (1.3006, -4.0583, -0.2979)  -0.0012
C (1.6790, 3.2346, -0.0532)  0.0003
C (0.4109, 5.2441, -3.9432)  0.0000
C (2.4400, -1.5199, -1.3820)  0.0065
C (3.4606, 4.3854, 1.7578)  0.0003
C (1.8324, -5.2028, -2.3582)  -0.0010
H (1.1569, -2.9048, 1.5459)  0.0011
H (3.1413, 1.6731, -0.2407)  0.0001
H (1.1177, -4.6506, 1.7499)  0.0000
H (-4.7923, 2.3961, 2.7117)  0.0000
H (-2.0193, 0.6738, 5.4752)  0.0000
H (2.6348, -3.8491, 1.3725)  0.0000
H (2.5672, 2.1814, -3.0504)  0.0000
H (-2.4002, -4.8229, 1.3058)  0.0012
H (2.5310, -2.1750, -3.2967)  0.0001
H (3.0093, -5.3162, -0.5672)  0.0000
H (-3.8043, 2.2956, 4.9694)  -0.0001
H (-0.1854, 6.1131, -4.1890)  0.0000
H (-4.7386, -0.1035, 0.4298)  0.0000
H (-1.2877, -1.9354, 4.4058)  -0.0001
H (3.6460, 0.1282, 3.3096)  0.0005
H (-1.5362, -5.1077, -0.2170)  0.0000
H (0.8494, 1.0839, -2.2565)  0.0005
H (0.4184, -5.0119, -3.9560)  0.0000
H (-2.1323, -4.3839, -2.9853)  0.0000
H (-2.0569, -2.7500, -2.3324)  0.0001
H (-4.1302, -1.6366, 2.4342)  0.0001
H (2.9559, 3.3745, -5.1480)  0.0000
H (-0.3335, -1.5183, 2.9819)  0.0008
H (-3.5640, 0.9995, -0.2722)  -0.0001
H (-3.3256, -3.1842, 2.7413)  0.0030
H (-1.3453, -3.1042, -3.8885)  0.0000
H (0.9876, -1.5722, -2.8093)  0.0003
H (1.5959, 5.3598, -5.7278)  0.0000
H (4.6808, -1.2121, 1.2881)  0.0002
H (-1.1792, 2.3172, 1.7076)  0.0003
H (-4.3112, -2.9991, 1.3016)  0.0016
H (2.0227, 5.9757, 1.9037)  0.0000
H (-0.6275, 4.8995, -2.1125)  0.0000
H (-0.1028, -0.6466, 4.4868)  0.0000
H (-4.9905, 1.6353, 0.5367)  0.0000
H (2.4899, -5.8553, -2.9195)  -0.0001
H (4.7100, 2.6873, 1.3618)  0.0001
H (-0.4545, 3.1775, 3.0094)  0.0006
H (0.4596, 4.9701, 0.3049)  0.0000
H (-3.1811, -4.4465, -0.2224)  0.0019
H (4.1568, 4.8393, 2.4521)  0.0000

=====

[3]
DFT (the ωB97M-V functional and the def2-TZVPD basis) results for 5 unconnected molecules or ions with the total composition C40H41F9NO18S.

Properties
frontier orbital gap	7.6667	eV
total charge	+1
highest occupied orbital energy	-11.4	eV
LUMO level	-0.13721	Ha

Last column: Löwdin charge in e.
Cartesian coordinates (Å):
S (-3.7005, -0.0821, 3.6375)  0.7857
F (-3.8700, 1.3372, 4.2747)  -0.0860
F (-2.1968, -1.9858, 2.6448)  0.1054
F (-3.2759, 0.6024, 2.2392)  -0.1764
F (-2.1708, -0.0599, 4.0513)  -0.1209
F (-3.9800, -1.5712, 1.5116)  0.1132
F (-4.0499, -0.7690, 5.0065)  -0.0998
F (-5.3957, -2.7732, 3.7856)  0.1304
F (-3.3961, -3.4226, 4.3934)  0.1389
F (-5.2192, -0.0510, 3.2163)  -0.1065
O (4.0653, -8.4297, 6.9695)  0.1324
O (0.3862, -5.4809, 4.1957)  0.0991
O (-2.0233, 1.6869, 0.2348)  0.0522
O (4.9189, 1.4279, -2.0504)  0.1205
O (2.3019, 1.6317, -1.8552)  0.0396
O (5.1170, 6.0942, -1.5441)  0.1319
O (-2.0519, 6.4663, -5.2673)  0.0752
O (1.1030, 9.7840, -7.8973)  0.1225
O (2.5216, 6.2847, -1.3003)  0.1381
O (-3.7614, 5.6231, -2.8427)  0.1343
O (2.9279, -5.0854, 3.8739)  0.0722
O (-4.5663, 2.5442, 0.6037)  0.1220
O (-2.9218, 7.3800, -7.5579)  0.1246
O (-1.3253, 4.7050, -3.2681)  0.1125
O (1.9915, 8.8253, -5.6362)  0.1287
O (4.0163, -2.3881, 0.7869)  -0.0325
O (1.5004, -8.8828, 7.2508)  0.1232
O (4.5360, -0.7812, 2.2754)  0.1443
N (-0.8937, -1.1542, -2.7136)  0.1235
C (3.2390, -7.6838, 6.2600)  -0.2283
C (-2.4067, 2.5848, -0.5029)  -0.2834
C (1.2043, -6.2549, 4.9092)  -0.2309
C (0.1300, -0.5857, 0.7125)  -0.1246
C (-1.5802, -2.3620, -2.1939)  -0.0523
C (-3.4351, 4.7058, -2.1188)  -0.2992
C (-1.5720, 3.1532, -1.5367)  0.0597
C (-3.8144, 3.1159, -0.3338)  -0.2166
C (-4.2827, 4.1117, -1.0997)  0.0845
C (3.6501, -6.7284, 5.4099)  0.0794
C (5.1666, 3.7457, -1.8005)  0.0877
C (4.5278, 5.0358, -1.6104)  -0.3015
C (4.4108, 2.6435, -1.8744)  -0.2270
C (1.7743, -7.9901, 6.4755)  -0.3054
C (2.6657, -5.9666, 4.6810)  -0.2949
C (0.0228, 7.5885, -5.3209)  0.0780
C (-1.2755, 7.2208, -5.8370)  -0.2812
C (-2.5125, -4.2850, 0.3660)  -0.1508
C (0.3398, 9.0174, -7.3443)  -0.3064
C (-1.2978, -3.3337, 0.1907)  -0.1420
C (3.8433, -1.1860, 1.3851)  -0.4978
C (2.2678, 3.9696, -1.5625)  0.0759
C (-0.2749, -0.4873, -1.8083)  0.0646
C (-4.1505, -3.0360, 3.3493)  -0.4843
C (-0.9583, 8.6304, -7.8650)  0.0826
C (0.7862, -7.2055, 5.7504)  0.0801
C (-3.5089, -1.7532, 2.7517)  -0.4141
C (-1.6494, -2.1196, -0.6650)  -0.2105
C (4.3545, -3.4645, 1.6904)  -0.2039
C (3.0211, 5.0807, -1.4854)  -0.2206
C (1.4533, -1.3825, 0.6345)  -0.1475
C (-4.2074, -4.1311, 2.2857)  -0.0581
C (-2.0373, 4.1503, -2.3094)  -0.2214
C (-0.7970, -0.8107, -0.4731)  -0.2208
C (2.9082, 2.6963, -1.7663)  -0.2943
C (-2.8306, -4.6694, 1.8378)  -0.1406
C (2.6657, -0.4405, 0.8117)  -0.0711
C (0.7913, 8.4335, -6.0255)  -0.2273
C (-1.7225, 7.7857, -7.1603)  -0.2282
C (4.1870, -4.7860, 0.9446)  -0.0504
H (4.6947, -6.5032, 5.2480)  0.1389
H (-2.8211, -5.7521, 1.9397)  0.1167
H (-5.2839, 4.5030, -0.9860)  0.1416
H (-0.8913, -3.0190, 1.1465)  0.0885
H (-0.8024, -0.9997, -3.7108)  0.1801
H (-2.5672, -2.4152, -2.6520)  0.1349
H (3.5117, -9.0402, 7.4963)  0.1277
H (-1.0092, -3.2366, -2.5059)  0.1368
H (0.3369, 7.1669, -4.3759)  0.1323
H (-1.5546, -0.0126, -0.3634)  0.1282
H (-3.2621, 6.7875, -6.8607)  0.1220
H (0.4615, 0.2869, -2.0122)  0.1396
H (3.5752, -5.4897, 1.5000)  0.0558
H (1.1907, 3.9967, -1.4780)  0.1109
H (-0.4957, -3.8807, -0.3159)  0.1215
H (-0.4106, -0.8592, 1.6173)  0.1074
H (-4.0595, 1.8544, 1.0660)  0.0818
H (-2.0385, -4.3062, 2.4870)  0.0961
H (-2.6733, -1.8029, -0.4734)  0.1256
H (1.4490, -2.1376, 1.4187)  0.1163
H (-0.5752, 2.7497, -1.6512)  0.1037
H (5.3816, -3.3510, 2.0357)  0.1249
H (3.7297, -3.4249, 2.5763)  0.0936
H (-1.2692, 9.0430, -8.8141)  0.1403
H (5.1573, -5.2336, 0.7373)  0.0762
H (2.3183, 9.4369, -6.3273)  0.1272
H (0.9780, -4.8933, 3.6845)  0.1077
H (-0.2592, -7.4211, 5.9202)  0.1374
H (-2.3474, -5.1945, -0.2115)  0.1122
H (-1.8630, 5.4059, -3.7170)  0.0859
H (6.2442, 3.7182, -1.8778)  0.1430
H (0.3080, 0.4880, 0.7838)  0.1175
H (3.7206, -4.5868, -0.0213)  0.0751
H (-3.3796, -3.8025, -0.0883)  0.1002
H (3.2811, 6.9035, -1.2871)  0.1314
H (4.1675, 0.8096, -2.0828)  0.1083
H (-4.7971, -3.7709, 1.4484)  0.1223
H (1.5404, -1.8702, -0.3382)  0.1176
H (2.3893, 0.3620, 1.4910)  0.1292
H (2.9111, -0.0352, -0.1691)  0.0998
H (-4.7915, -4.9264, 2.7523)  0.1387

=====

| no. | electronic energy (eV) |
| --- | --- |
| 1 | -187037.26301 |
| 2 | -101450.72368 |
| 3 | -115773.34024 |